C21H29AsF6N4OS5Ti | ωB97M-V/def2-TZVPD

Output
- strongest force on any atom (eV/Å) = 0.7
- Kohn-Sham gap (eV) = 6.9
- calculated total energy (eV) = -184697.2535
- relative energy (zero: lowest compared OMol25 entry of this formula, charge and spin) (kJ/mol) = 20.4
- net charge = 0
- 2S+1 = 1

Last column: Löwdin charge in e.
Geometry (Å):
Ti: 0.75 0.04 0.13  0.48
S: 2.07 0.31 -1.84  0.74
C: 3.37 1.41 -1.42  -0.64
C: 4.18 1.99 -2.39  -0.10
C: 5.19 2.85 -2.00  -0.08
C: 5.41 3.14 -0.66  -0.08
C: 4.60 2.55 0.31  -0.10
C: 3.58 1.69 -0.07  -0.63
S: 2.56 0.93 1.14  0.70
H: 4.01 1.77 -3.43  0.11
H: 5.82 3.31 -2.76  0.10
H: 6.19 3.82 -0.37  0.10
H: 4.75 2.78 1.36  0.11
C: -0.27 -2.00 -2.43  -0.11
N: -0.96 -0.86 -1.78  -0.26
C: -1.02 0.24 -2.76  -0.12
C: -2.36 -1.32 -1.56  -0.18
C: -3.31 -0.33 -0.92  -0.19
N: -3.17 -0.21 0.52  -0.25
C: -3.70 1.06 0.99  -0.09
C: -3.84 -1.29 1.21  -0.10
H: -0.80 -2.27 -3.36  0.10
H: -0.27 -2.86 -1.77  0.08
H: 0.75 -1.74 -2.69  0.04
H: -1.64 -0.07 -3.61  0.10
H: -0.03 0.49 -3.12  0.02
H: -1.45 1.13 -2.31  0.05
H: -2.34 -2.26 -1.00  0.10
H: -2.75 -1.57 -2.55  0.12
H: -4.34 -0.65 -1.18  0.13
H: -3.19 0.65 -1.37  0.11
H: -4.77 1.16 0.74  0.10
H: -3.16 1.89 0.54  0.06
H: -3.59 1.12 2.07  0.07
H: -3.56 -1.30 2.27  0.10
H: -3.58 -2.25 0.78  0.06
H: -4.94 -1.19 1.15  0.09
N: 3.61 -1.90 -0.18  0.11
C: 2.55 -2.58 0.22  -0.66
N: 1.31 -2.13 0.30  -0.05
C: 0.46 -3.15 0.78  -0.33
C: -0.91 -3.05 1.01  -0.09
C: -1.60 -4.15 1.47  -0.06
C: -0.95 -5.37 1.71  -0.08
C: 0.41 -5.49 1.48  -0.08
C: 1.09 -4.37 1.02  -0.46
S: 2.79 -4.25 0.67  1.13
H: 3.50 -0.95 -0.53  0.00
H: 4.52 -2.32 -0.17  0.11
H: -1.41 -2.10 0.88  0.04
H: -2.66 -4.07 1.67  0.10
H: -1.52 -6.22 2.07  0.11
H: 0.92 -6.42 1.67  0.11
F: -0.46 1.56 -0.02  -0.40
As: -0.51 3.51 -0.37  0.81
F: 0.89 3.61 0.61  -0.22
F: -1.48 3.57 1.04  -0.20
F: -0.59 5.18 -0.69  -0.19
F: -1.91 3.11 -1.29  -0.22
F: 0.47 3.14 -1.73  -0.22
C: -2.04 2.51 3.95  -0.10
O: -1.56 1.38 3.21  -0.25
C: -0.26 1.16 3.20  -1.24
S: 0.87 2.05 3.95  0.71
S: 0.10 -0.38 2.38  0.66
H: -3.12 2.49 3.84  0.09
H: -1.62 3.43 3.53  0.08
H: -1.75 2.42 4.99  0.08